{"formula": "C10H14FN2O4PV", "method": "ωB97M-V/def2-TZVPD", "total_charge": 1, "homo_energy_ev": -12.27, "lumo_energy_ev": -9.94, "symbols": ["C", "C", "C", "C", "N", "C", "C", "F", "C", "C", "N", "O", "C", "C", "P", "O", "H", "H", "H", "H", "H", "H", "H", "H", "H", "H", "H", "H", "H", "H", "O", "V", "O"], "positions_angstrom": [[3.34, -1.73, 1.68], [2.32, -0.62, 1.70], [1.69, 0.09, 0.36], [2.70, -0.36, -0.90], [3.46, -0.69, -1.91], [1.71, 1.73, 0.37], [0.46, 2.44, 1.18], [0.38, 3.85, 0.65], [0.20, -0.55, -0.05], [0.57, -2.08, -0.63], [0.86, -3.32, -0.88], [-0.56, -0.62, 1.20], [-1.83, -1.36, 1.05], [-3.04, -0.35, 1.60], [-0.64, 0.40, -1.47], [-0.18, -0.22, -2.87], [3.51, -2.45, 0.76], [3.98, -1.92, 2.66], [1.94, -0.29, 2.77], [1.84, 2.18, -0.72], [2.70, 2.05, 0.95], [-0.60, 1.97, 0.95], [0.66, 2.57, 2.35], [-2.12, -1.63, -0.05], [-1.87, -2.39, 1.66], [-2.77, 0.78, 1.38], [-3.26, -0.50, 2.74], [-4.00, -0.66, 0.97], [-2.08, 0.18, -1.32], [-0.39, 1.83, -1.46], [-2.61, 1.26, -3.35], [-3.00, 0.55, -4.91], [-3.39, -0.17, -6.46]]}

---

{"formula": "C10H14FNO", "method": "ωB97M-V/def2-TZVPD", "spin_multiplicity": 3, "homo_energy_ev": [-5.83, -8.56], "s2": 2.04, "lumo_energy_ev": [0.89, -1.33], "symbols": ["C", "C", "C", "C", "C", "C", "C", "C", "C", "C", "N", "O", "F", "H", "H", "H", "H", "H", "H", "H", "H", "H", "H", "H", "H", "H", "H"], "positions_angstrom": [[0.00, -1.31, 3.16], [1.03, -0.98, 2.27], [-1.13, -1.75, 2.44], [0.48, -1.34, 1.01], [-0.90, 0.58, -0.41], [-0.89, 1.58, 0.63], [-0.28, 0.10, -2.83], [1.07, 1.80, -1.65], [1.09, -1.06, -0.27], [0.04, 0.71, -1.51], [-0.73, -1.94, 1.17], [-1.73, -0.36, -0.42], [2.33, -0.57, -0.41], [-0.05, -1.04, 4.24], [1.92, -0.57, 2.45], [-2.02, -2.18, 2.82], [-1.72, 1.92, 1.39], [-0.74, 2.47, 0.01], [0.05, 1.34, 1.04], [0.48, -0.59, -2.99], [-1.31, -0.33, -2.83], [-0.28, 0.81, -3.63], [1.51, 2.04, -0.74], [1.79, 1.69, -2.43], [0.55, 2.72, -1.86], [0.85, -1.58, -1.13], [-1.40, -2.12, 0.47]]}

---

{"formula": "C10H14FOP", "method": "ωB97M-V/def2-TZVPD", "relative_energy_kcal_mol": 16.5, "smiles": "OP(F)c1ccccc1.C=C(C)C", "homo_energy_ev": -9.22, "lumo_energy_ev": 0.46, "symbols": ["O", "P", "F", "C", "C", "C", "C", "C", "C", "H", "H", "H", "H", "H", "H", "C", "C", "C", "C", "H", "H", "H", "H", "H", "H", "H", "H"], "positions_angstrom": [[0.72, -0.70, 1.37], [1.05, 0.80, 0.67], [1.23, 1.60, 2.15], [2.78, 0.27, 0.26], [3.30, 0.51, -1.04], [4.48, 0.00, -1.45], [5.35, -0.67, -0.58], [4.92, -0.83, 0.74], [3.65, -0.43, 1.07], [-0.29, -0.82, 1.45], [2.74, 1.04, -1.88], [4.74, -0.13, -2.43], [6.20, -1.08, -0.97], [5.64, -1.27, 1.46], [3.48, -0.72, 2.03], [-2.84, 0.91, -0.17], [-4.06, 0.30, -0.32], [-4.14, -1.30, -0.38], [-5.24, 1.14, -0.17], [-1.85, 0.44, -0.28], [-2.70, 1.94, -0.03], [-5.04, -1.59, -1.03], [-4.34, -1.83, 0.53], [-3.22, -1.58, -0.73], [-5.63, 0.80, 0.75], [-4.94, 2.11, -0.10], [-6.00, 1.10, -0.90]]}

---

{"formula": "C10H14IOP", "method": "ωB97M-V/def2-TZVPD", "relative_energy_kcal_mol": 116.0, "homo_energy_ev": [-9.05, -9.04], "lumo_energy_ev": [-0.53, -0.53], "symbols": ["C", "C", "C", "C", "C", "C", "C", "C", "C", "C", "O", "P", "I", "H", "H", "H", "H", "H", "H", "H", "H", "H", "H", "H", "H", "H", "H"], "positions_angstrom": [[-1.38, 3.53, -0.27], [-1.37, 2.98, 1.08], [-0.37, 3.11, -1.10], [-0.31, 2.17, 1.49], [0.55, 2.15, -0.77], [0.65, 1.65, 0.56], [0.31, -1.05, -1.47], [1.13, -2.53, 0.17], [-0.95, -1.13, 0.62], [0.47, -1.23, -0.03], [1.79, -0.06, 3.17], [1.48, 0.14, 0.99], [3.61, 0.38, -0.08], [-2.16, 4.28, -0.46], [-2.01, 3.68, 1.65], [-0.17, 3.64, -2.05], [-0.07, 1.94, 2.46], [1.25, 1.91, -1.49], [-0.53, -0.35, -1.64], [1.14, -0.71, -2.21], [-0.09, -1.99, -1.92], [0.38, -3.23, -0.17], [1.24, -2.66, 1.21], [2.01, -2.62, -0.39], [-1.15, -1.40, 1.71], [-1.38, -0.06, 0.57], [-1.79, -1.77, 0.13]]}

---

{"formula": "C10H14IP", "method": "ωB97M-V/def2-TZVPD", "relative_energy_kcal_mol": 17.1, "homo_energy_ev": -8.19, "lumo_energy_ev": 0.48, "symbols": ["C", "C", "C", "C", "C", "C", "C", "C", "C", "C", "P", "I", "H", "H", "H", "H", "H", "H", "H", "H", "H", "H", "H", "H", "H", "H"], "positions_angstrom": [[-0.47, 2.99, -0.49], [-1.76, 3.12, -0.15], [0.16, 1.67, -0.60], [-2.65, 2.10, 0.09], [-0.56, 0.55, -0.50], [-2.19, 0.87, -0.19], [0.50, -0.65, 2.01], [2.10, -2.50, -1.13], [0.02, -1.77, 1.09], [1.53, -1.07, -1.17], [-0.28, -1.18, -0.68], [-3.48, -0.78, 0.06], [0.10, 3.93, -0.76], [-2.16, 4.12, -0.27], [1.17, 1.53, -0.77], [-3.69, 2.48, 0.24], [-0.16, 0.21, 1.96], [0.65, -1.28, 2.98], [1.48, -0.11, 1.67], [2.98, -2.42, -1.71], [2.35, -2.68, -0.08], [1.20, -3.16, -1.40], [-0.91, -2.14, 1.49], [0.64, -2.70, 1.07], [1.53, -0.76, -2.27], [1.92, -0.37, -0.49]]}

---

{"formula": "C10H14N", "method": "ωB97M-V/def2-TZVPD", "relative_energy_kcal_mol": 91.3, "total_charge": 1, "smiles": "C#[N+][C@H]1C[C@H]1C(C)=C=C(C)C", "homo_energy_ev": -12.23, "lumo_energy_ev": -4.43, "symbols": ["C", "N", "C", "C", "C", "C", "C", "C", "C", "C", "C", "H", "H", "H", "H", "H", "H", "H", "H", "H", "H", "H", "H", "H", "H"], "positions_angstrom": [[3.08, -1.76, 0.68], [2.87, -0.90, -0.07], [2.60, 0.29, -0.66], [1.57, 0.30, -1.81], [1.30, 1.04, -0.54], [0.22, 0.81, 0.53], [0.59, 1.66, 1.78], [-0.94, 0.30, 0.34], [-2.01, -0.38, -0.02], [-2.04, -1.87, 0.37], [-3.24, 0.21, -0.63], [3.10, -2.58, 1.38], [3.62, 0.76, -0.93], [1.04, -0.57, -1.92], [1.85, 0.77, -2.71], [1.44, 2.15, -0.70], [0.64, 2.65, 1.52], [1.56, 1.26, 2.12], [-0.19, 1.50, 2.49], [-2.74, -2.43, -0.23], [-2.41, -2.03, 1.36], [-1.01, -2.27, 0.26], [-4.13, -0.15, -0.16], [-3.38, 1.33, -0.78], [-3.40, -0.07, -1.67]]}

---

{"formula": "C10H14N3", "method": "ωB97M-V/def2-TZVPD", "relative_energy_kcal_mol": 76.4, "total_charge": 1, "homo_energy_ev": [-10.74, -10.74], "lumo_energy_ev": [-5.00, -4.99], "symbols": ["C", "C", "C", "C", "C", "C", "C", "C", "C", "C", "N", "N", "N", "H", "H", "H", "H", "H", "H", "H", "H", "H", "H", "H", "H", "H", "H"], "positions_angstrom": [[0.46, -2.05, -0.65], [-0.66, -1.09, 1.33], [0.50, -3.23, 0.07], [-0.41, -2.20, 2.04], [-0.20, -1.03, 0.00], [0.13, -3.37, 1.41], [-0.55, 0.72, -1.74], [0.06, 2.28, 0.41], [0.44, 2.75, -0.92], [0.12, 4.23, -1.11], [-0.30, 2.06, -1.93], [-0.36, 0.19, -0.61], [0.34, -4.49, 2.17], [0.69, -1.85, -1.68], [-1.29, -0.32, 1.72], [0.87, -4.12, -0.32], [-0.72, -2.16, 3.09], [-0.54, 0.18, -2.71], [0.71, 2.01, 1.21], [-1.00, 2.52, 0.61], [1.46, 2.51, -1.02], [0.09, 4.86, -0.17], [-0.92, 4.38, -1.59], [0.97, 4.71, -1.74], [-0.66, 2.46, -2.78], [0.58, -5.35, 1.72], [0.18, -4.59, 3.19]]}

---

{"formula": "C10H14N3O2", "method": "ωB97M-V/def2-TZVPD", "relative_energy_kcal_mol": 130.8, "total_charge": 1, "smiles": "C=C([C@H]1C=NC(=C/C)/[N+]1=C/CC)[N+](=O)[O-]", "homo_energy_ev": -13.00, "lumo_energy_ev": -4.42, "symbols": ["C", "C", "C", "C", "N", "C", "C", "C", "N", "C", "C", "C", "N", "O", "O", "H", "H", "H", "H", "H", "H", "H", "H", "H", "H", "H", "H", "H", "H"], "positions_angstrom": [[-0.58, 2.31, -2.38], [0.21, 1.57, -1.61], [0.17, 0.08, -1.46], [1.36, -0.41, -2.13], [2.04, -1.10, -1.30], [1.61, -1.19, -0.01], [2.30, -1.72, 1.02], [1.84, -1.68, 2.43], [0.14, -0.56, -0.06], [-0.90, -0.69, 0.64], [-2.19, 0.00, 0.35], [-3.19, -0.18, 1.46], [1.33, 2.24, -0.90], [2.05, 1.44, -0.36], [1.46, 3.41, -1.14], [-1.26, 1.85, -3.05], [-0.42, 3.35, -2.34], [-0.77, -0.21, -1.87], [1.88, -0.13, -3.09], [3.26, -2.35, 0.85], [1.21, -0.89, 2.50], [2.78, -1.39, 2.98], [1.50, -2.63, 2.83], [-0.81, -1.18, 1.63], [-2.66, -0.45, -0.53], [-1.96, 1.15, 0.26], [-2.65, -0.12, 2.47], [-3.85, -1.19, 1.45], [-3.93, 0.64, 1.36]]}

---

{"formula": "C10H14N4O", "method": "ωB97M-V/def2-TZVPD", "relative_energy_kcal_mol": 81.2, "homo_energy_ev": -7.41, "lumo_energy_ev": 0.86, "symbols": ["C", "C", "C", "C", "C", "C", "C", "C", "C", "C", "N", "N", "N", "N", "O", "H", "H", "H", "H", "H", "H", "H", "H", "H", "H", "H", "H", "H", "H"], "positions_angstrom": [[-2.01, 1.84, -1.18], [-3.13, 0.95, -1.12], [-0.80, 1.49, -0.53], [2.04, 1.68, 0.46], [-3.02, -0.21, -0.41], [-1.70, -0.58, 0.22], [1.49, -0.99, -0.01], [0.56, -0.04, 0.76], [0.62, -0.29, 2.24], [3.54, -0.87, -1.33], [2.72, 1.10, -0.43], [-0.67, 0.28, 0.11], [2.43, -0.13, -0.86], [-4.04, -1.10, -0.19], [-1.61, -1.65, 0.80], [-2.16, 2.79, -1.74], [-4.10, 1.47, -1.29], [0.10, 2.12, -0.57], [1.90, 2.37, 1.18], [2.10, -1.41, 0.70], [1.00, -1.60, -0.75], [0.13, 0.46, 2.88], [1.67, -0.45, 2.34], [0.21, -1.29, 2.58], [4.15, -0.34, -2.04], [4.18, -1.16, -0.54], [3.07, -1.79, -1.73], [-4.95, -0.67, 0.11], [-3.71, -1.98, 0.30]]}

---

{"formula": "C10H14N5O3SSeW", "method": "ωB97M-V/def2-TZVPD", "relative_energy_kcal_mol": 0.0, "total_charge": 3, "homo_energy_ev": -18.84, "lumo_energy_ev": -12.16, "symbols": ["W", "N", "C", "C", "O", "N", "C", "C", "O", "O", "H", "H", "H", "H", "H", "H", "C", "N", "C", "C", "N", "C", "C", "Se", "H", "H", "H", "H", "H", "H", "H", "H", "S", "C", "N"], "positions_angstrom": [[12.10, -7.97, 1.03], [12.49, -5.97, -0.08], [13.34, -6.01, -1.32], [13.99, -7.34, -1.29], [14.93, -7.64, -2.04], [13.48, -8.23, -0.43], [14.15, -9.51, -0.66], [15.13, -9.21, -1.68], [15.84, -9.92, -2.24], [11.27, -9.46, 0.88], [11.56, -5.43, -0.21], [13.09, -5.40, 0.47], [14.02, -5.14, -1.29], [12.84, -5.99, -2.26], [13.56, -10.34, -1.11], [14.64, -9.90, 0.23], [8.23, -8.63, -0.24], [8.13, -8.61, 1.26], [7.28, -9.40, 1.97], [7.66, -9.27, 3.25], [8.65, -8.30, 3.30], [9.35, -7.86, 4.54], [8.87, -7.87, 2.06], [10.04, -6.54, 1.45], [7.33, -8.31, -0.71], [8.43, -9.74, -0.50], [9.21, -8.07, -0.46], [6.43, -9.95, 1.51], [7.28, -9.71, 4.17], [8.60, -7.57, 5.31], [9.81, -7.00, 4.22], [9.95, -8.70, 4.97], [14.96, -8.59, 4.55], [13.94, -8.34, 3.47], [13.16, -8.03, 2.56]]}

---

{"formula": "C10H14NO2", "method": "ωB97M-V/def2-TZVPD", "relative_energy_kcal_mol": 77.4, "total_charge": 1, "homo_energy_ev": [-12.25, -12.25], "lumo_energy_ev": [-4.57, -4.57], "symbols": ["C", "C", "C", "C", "C", "C", "C", "C", "C", "C", "N", "O", "O", "H", "H", "H", "H", "H", "H", "H", "H", "H", "H", "H", "H", "H", "H"], "positions_angstrom": [[-3.25, -1.70, -0.31], [-1.91, -1.98, -0.11], [-3.88, -0.51, 0.03], [-0.87, 0.24, -0.41], [-0.86, -1.07, 0.12], [0.44, 0.71, -0.22], [1.12, -0.32, 0.63], [-3.40, 0.55, 0.69], [1.14, 1.91, -0.74], [1.43, 0.13, 2.08], [3.35, 0.27, -1.50], [0.23, -1.42, 0.62], [-2.90, 1.31, 1.35], [-3.97, -2.51, -0.62], [-1.64, -3.05, -0.14], [-4.99, -0.52, -0.11], [1.99, -0.66, 0.05], [1.66, 2.39, 0.02], [0.33, 2.51, -1.28], [1.97, 1.58, -1.46], [2.19, 0.95, 1.99], [1.90, -0.75, 2.59], [0.41, 0.47, 2.56], [3.71, 0.49, -2.42], [-1.63, 0.77, -1.06], [3.56, -0.74, -1.43], [3.88, 0.95, -0.97]]}

---

{"formula": "C10H14NO3P", "method": "ωB97M-V/def2-TZVPD", "relative_energy_kcal_mol": 0.0, "total_charge": -2, "homo_energy_ev": -0.20, "lumo_energy_ev": 5.57, "symbols": ["C", "C", "C", "C", "C", "C", "C", "C", "C", "C", "N", "O", "O", "O", "P", "H", "H", "H", "H", "H", "H", "H", "H", "H", "H", "H", "H", "H", "H"], "positions_angstrom": [[-3.89, -0.11, 0.42], [-3.02, -1.11, 0.16], [-3.45, 1.20, 0.32], [-1.73, -0.81, -0.08], [-2.18, 1.55, -0.02], [-1.16, 0.49, -0.21], [1.67, -1.40, -1.26], [1.18, -1.37, 1.22], [0.76, 1.96, -0.60], [1.53, -0.61, 0.04], [0.10, 0.71, -0.46], [3.07, 1.36, 1.38], [4.00, -0.86, 0.71], [3.57, 0.83, -1.15], [3.20, 0.33, 0.20], [-4.96, -0.31, 0.54], [-3.33, -2.12, 0.30], [-4.10, 1.98, 0.72], [-1.04, -1.63, -0.36], [-1.93, 2.54, -0.18], [1.50, -2.41, -1.09], [2.77, -1.07, -1.56], [0.91, -1.13, -2.01], [0.76, -2.36, 0.94], [2.12, -1.52, 1.89], [0.53, -0.93, 1.92], [1.67, 1.78, 0.01], [1.07, 2.08, -1.65], [0.39, 2.92, -0.14]]}